# C3H9NO2

2 unconnected molecules or ions with the total composition C3H9NO2 in a non-equilibrium geometry (ωB97M-V/def2-TZVPD, the OMol25 dataset).

Output
- Multiplicity: 2
- Frontier orbital gap (alpha / beta): 8.8 / 4.0 eV
- DFT total energy: -324.579734 hartree
- Charge: +1

Element x y z (Å)
C: 0.5708 -1.8087 1.6633
C: 0.2428 -1.6773 0.2064
O: -0.7860 -2.2330 -0.2629
N: 1.0025 -0.9870 -0.5939
H: 0.7865 -1.0320 -1.5923
H: 1.8807 -0.6225 -0.2308
H: 1.3370 -2.5883 1.7602
H: -0.3167 -2.1325 2.2136
H: 0.9058 -0.8485 2.0280
C: -0.7451 2.4474 -0.5586
O: -1.5876 2.5311 -1.7031
H: -1.6336 1.6895 -2.1635
H: 0.2933 2.6462 -0.8440
H: -0.7948 1.4678 -0.0860
H: -1.1556 3.1479 0.1636

Charges per atom according to Mulliken partitioning, unit e: -1.043 0.904 -0.168 -0.313 0.275 0.257 0.354 0.370 0.370 -0.292 -0.474 0.276 0.244 -0.016 0.256

# C25H24BrN3O4S

A single C25H24BrN3O4S molecule in a non-equilibrium geometry (ωB97M-V/def2-TZVPD, the OMol25 dataset).

Output
- Frontier orbital gap: 7.8 eV
- DFT total energy: -4403.743172 hartree

Element x y z (Å)
C: -3.9635 -3.4289 0.3284
C: -3.3817 -2.4388 0.9569
C: -4.2273 -1.4211 1.7568
C: -4.1830 -0.0746 1.3495
C: -2.8492 0.3817 1.3866
C: -1.8657 0.0233 2.4050
C: -0.7539 0.7579 2.4338
C: -0.5132 1.9154 1.6606
C: 0.7359 2.4366 1.7590
N: 1.7199 3.2901 1.9694
C: -1.6161 2.1749 1.0994
S: -1.3440 3.7664 -0.1817
C: -0.7757 2.9467 -1.4802
C: 0.5324 2.0252 -1.2374
C: 0.5160 0.7914 -0.8670
C: -0.6415 -0.0129 -0.8681
O: -0.5263 -1.1496 -0.0350
O: -1.5645 0.1856 -1.6882
C: -2.5999 -0.8547 -2.0545
C: -2.1211 -2.1821 -2.8442
C: 2.0000 0.6907 -0.6052
C: 2.5120 -0.5215 0.0177
C: 3.8341 -0.4826 0.1187
O: 4.5883 -1.5677 0.5685
C: 4.5825 -2.7157 0.1288
C: 5.4314 -3.7780 0.8275
O: 3.8493 -3.1360 -0.8675
C: 4.4446 0.8391 0.2373
Br: 6.4140 0.8825 0.4758
C: 3.9411 2.0100 -0.2950
C: 2.5332 1.8576 -0.4924
N: 1.7188 2.9315 -1.3512
C: 2.0854 4.1856 -1.2640
N: -2.7119 1.5658 0.8655
H: -5.0925 -3.7137 0.1417
H: -3.4533 -4.0657 -0.2799
H: -2.4294 -2.1343 1.1824
H: -4.0621 -1.7087 2.9394
H: -5.3187 -1.8615 1.7879
H: -4.5170 0.1345 0.2837
H: -4.7367 0.6232 1.8811
H: -2.1404 -0.6207 3.0137
H: -0.0272 0.4676 3.0828
H: -0.6379 3.8749 -2.2307
H: -1.4777 2.4004 -2.0397
H: -3.1423 -0.3990 -2.5783
H: -2.8413 -1.0174 -1.2015
H: -1.7794 -1.6897 -3.9126
H: -1.1479 -2.6449 -2.3345
H: -2.8450 -2.8034 -2.9729
H: 1.9854 -1.4526 0.0135
H: 5.5180 -4.4614 0.3405
H: 5.1386 -3.8438 1.6714
H: 6.4650 -3.2717 1.1339
H: 4.5408 2.7742 -0.3624
H: 1.2600 4.5654 -0.7275
H: 3.0097 4.5401 -0.8490
H: 1.9314 4.4146 -2.1968

Charges per atom according to Mulliken partitioning, unit e: -1.211 0.117 -0.872 -0.294 0.768 -1.690 -0.999 0.983 -0.305 -0.711 0.570 -0.218 -0.936 -0.249 1.175 0.028 -0.691 -0.266 0.482 -1.275 0.650 -1.065 0.879 -0.316 1.081 -1.914 -0.631 -0.561 -0.224 -0.979 0.130 -0.006 -1.125 -0.552 0.191 0.420 0.603 0.302 0.424 0.215 0.384 1.159 0.644 0.319 0.587 0.854 -0.969 0.303 0.199 0.581 0.553 0.705 0.509 0.281 0.685 0.350 0.367 0.563

# C15H16Br3N2O4S

A molecular structure, C15H16Br3N2O4S (ωB97M-V/def2-TZVPD, the OMol25 dataset).

Output
- Frontier orbital gap: 7.1 eV
- DFT total energy: -9111.425591 hartree
- Charge: +1

Element x y z (Å)
C: 5.4883 -1.3973 -4.7648
C: 4.9154 -0.0257 -4.4440
Br: 6.3696 1.2205 -4.1322
C: 4.0002 0.5985 -5.4839
Br: 4.7744 0.8255 -7.2291
S: 2.4593 -0.3020 -5.8049
Br: 1.4313 -0.2292 -3.8133
H: 4.7560 -2.0737 -5.2099
H: 5.8569 -1.8546 -3.8500
H: 6.3195 -1.3090 -5.4643
H: 4.3749 -0.0185 -3.4953
H: 3.6404 1.5710 -5.1408
H: 2.9355 -1.5540 -5.7609
C: 0.0449 1.8397 2.7905
C: -0.1388 2.8895 1.8979
C: -0.0854 2.6594 0.5363
C: 0.1542 1.3649 0.1020
C: 0.3372 0.3005 0.9717
C: 0.2834 0.5502 2.3303
N: 0.2111 1.1267 -1.3297
O: 0.0820 2.0375 -2.1032
O: 0.3850 -0.0528 -1.7025
H: -0.0005 2.0267 3.8548
H: -0.3245 3.8893 2.2636
H: -0.2254 3.4631 -0.1709
H: 0.5197 -0.6955 0.5988
H: 0.4175 -0.2626 3.0301
C: -5.8717 -0.9131 2.8080
C: -4.7285 -1.1848 2.0678
C: -3.5208 -1.4038 2.7091
C: -3.4873 -1.3460 4.0894
C: -4.6106 -1.0775 4.8477
C: -5.8118 -0.8584 4.1938
N: -2.2086 -1.5838 4.7815
O: -1.2235 -1.7913 4.0979
O: -2.2069 -1.5562 5.9893
H: -6.8137 -0.7474 2.3031
H: -4.7786 -1.2317 0.9888
H: -2.6224 -1.6217 2.1520
H: -4.5452 -1.0423 5.9245
H: -6.7025 -0.6478 4.7688

Charges per atom according to Mulliken partitioning, unit e: -1.164 -0.112 0.003 -0.520 0.056 0.041 0.508 0.330 0.357 0.375 0.374 0.544 0.233 -0.535 -0.454 -0.414 0.275 -0.332 -0.464 1.112 -0.555 -0.841 0.430 0.401 0.461 0.446 0.438 -0.446 -0.452 -0.272 0.156 -0.441 -0.408 1.028 -0.634 -0.592 0.385 0.377 0.470 0.459 0.379

# C24H27N3O4

A single C24H27N3O4 molecule (ωB97M-V/def2-TZVPD, the OMol25 dataset).

Output
- Frontier orbital gap: 8.9 eV
- DFT total energy: -1395.984079 hartree

Element x y z (Å)
C: 9.9470 -1.3481 -0.9650
C: 8.5940 -2.0421 -0.8607
N: 7.5292 -1.1352 -0.4665
C: 7.7274 -0.4676 0.8092
C: 7.8703 -1.3667 2.0431
C: 6.2210 -1.7588 -0.5867
C: 5.1170 -0.7443 -0.4749
C: 5.1904 0.4267 -1.2572
C: 4.2068 1.3700 -1.1986
C: 3.0858 1.1939 -0.3586
C: 2.0489 2.1443 -0.2796
C: 0.9741 1.9520 0.5489
C: -0.1489 2.9527 0.6078
O: -1.2395 2.5437 -0.2297
C: -2.2286 1.8396 0.3565
O: -2.2876 1.5773 1.5287
N: -3.1368 1.5015 -0.6062
C: -4.3279 0.7954 -0.4738
C: -4.7920 0.3275 0.7545
C: -5.9785 -0.3743 0.8252
C: -6.7280 -0.6218 -0.3227
C: -8.0073 -1.3613 -0.3194
O: -8.8566 -1.2788 -1.1966
N: -8.2453 -2.1433 0.7614
O: -9.4039 -2.9257 0.7197
C: -6.2700 -0.1329 -1.5452
C: -5.0834 0.5618 -1.6236
C: 0.8955 0.7812 1.3287
C: 1.8834 -0.1599 1.2688
C: 3.0030 0.0171 0.4296
C: 4.0415 -0.9337 0.3511
H: 9.8486 -0.4310 -1.5397
H: 10.3510 -1.1075 0.0146
H: 10.6520 -2.0037 -1.4705
H: 8.3268 -2.4256 -1.8508
H: 8.6756 -2.9120 -0.1853
H: 6.8717 0.1973 0.9542
H: 8.6169 0.1596 0.7174
H: 8.7450 -2.0078 1.9639
H: 7.9807 -0.7457 2.9283
H: 6.9898 -1.9910 2.1739
H: 6.0636 -2.5678 0.1477
H: 6.1685 -2.2121 -1.5839
H: 6.0529 0.5594 -1.8921
H: 4.2697 2.2674 -1.7977
H: 2.1161 3.0369 -0.8859
H: -0.5183 3.0594 1.6331
H: 0.1661 3.9224 0.2167
H: -2.9018 1.8132 -1.5392
H: -4.2191 0.5214 1.6454
H: -6.3306 -0.7027 1.7912
H: -7.5514 -2.5268 1.3804
H: -9.8359 -2.6154 -0.1075
H: -6.8653 -0.3121 -2.4274
H: -4.7346 0.9316 -2.5771
H: 0.0397 0.6408 1.9721
H: 1.8205 -1.0561 1.8693
H: 3.9702 -1.8253 0.9594

Charges per atom according to Mulliken partitioning, unit e: -1.367 -0.437 0.210 -0.729 -1.087 -1.238 0.584 -0.498 -1.161 0.723 -0.611 0.984 -1.333 -0.384 0.668 -0.623 -0.083 0.979 -0.597 -0.871 0.386 0.635 -0.745 -0.101 -0.449 -0.910 -0.530 -0.390 -1.297 0.636 -0.648 0.328 0.291 0.435 0.390 0.364 0.373 0.449 0.284 0.414 0.254 0.356 0.474 0.421 0.392 0.398 0.433 0.465 0.175 0.522 0.387 0.244 0.374 0.414 0.341 0.501 0.420 0.385